[1]
# C5H12N2

An isolated molecule of C5H12N2 (wB97M-V/def2-TZVPD, OMol25).

CARTESIAN COORDINATES (ANGSTROEM)
C 0.381 0.295 -0.315
H 0.108 1.241 0.201
C -0.817 -0.637 -0.228
H 1.621 0.935 3.185
H -2.974 -0.714 -0.465
H -2.095 -1.398 -2.535
N 1.608 0.971 2.183
H -2.346 0.933 -0.488
H 0.944 1.601 1.770
H 2.570 -0.866 1.932
N 1.588 -0.346 0.245
C -2.138 -0.326 -2.355
H 0.670 0.600 -1.310
H -3.105 -0.001 -2.776
H -1.310 0.188 -2.816
H -1.033 -0.888 0.808
C 2.050 -0.059 1.405
H -0.570 -1.585 -0.721
C -2.136 -0.078 -0.841

The calculation puts the highest occupied orbital energy at -8.84 eV. Its SMILES is CCCC/N=C\N. The energy relative to the best compared isomer or geometry (same formula, charge and spin) comes out at 1.013 eV.

[2]
# C7H9P

A cluster of 2 separate species, C7H9P in total (wB97M-V/def2-TZVPD, OMol25).

CARTESIAN COORDINATES (ANGSTROEM)
H 1.002 1.183 2.916
H -0.780 4.190 0.638
C 0.456 1.864 2.337
C -0.342 -2.398 -0.085
H 0.413 -3.865 -1.442
H -0.066 3.253 -0.575
C 0.370 -2.910 -1.123
P 1.162 -0.426 -1.123
H 1.948 -2.066 -2.552
H -0.976 -3.022 0.468
C -0.083 2.257 1.316
C -0.722 3.191 0.368
C 1.237 -2.018 -1.742
H -0.484 -0.563 0.894
H -1.723 2.755 0.277
H -1.150 -0.492 -0.526
C -0.264 -0.933 -0.045

The calculation puts the highest occupied orbital energy at -8.09 eV. Its SMILES is C1=CCP=C1.C#CC. The energy relative to the best compared isomer or geometry (same formula, charge and spin) comes out at 2.974 eV.

[3]
# C24H29F25O7

A cluster of 4 separate species, C24H29F25O7 in total (wB97M-V/def2-TZVPD, OMol25).

CARTESIAN COORDINATES (ANGSTROEM)
H -4.163 2.823 -0.613
O -0.236 -0.326 1.063
H -4.920 0.578 4.036
F -5.626 -4.755 -5.906
F -4.447 -4.841 -0.663
H 2.778 -1.125 -0.159
C -3.699 -1.510 2.434
F -4.162 -2.128 -0.589
O 3.760 3.418 -0.936
C 3.128 3.781 0.263
F 8.284 3.384 -2.385
F -5.849 -2.817 -1.771
F -3.535 -3.503 -4.762
C -4.501 -2.753 -1.751
O -1.431 1.120 -0.051
H -2.529 3.353 -0.034
F -2.827 -4.332 4.030
C -4.022 -1.843 -2.893
C -5.890 -3.709 -5.087
F -4.502 -2.200 -6.195
F -2.622 1.375 -1.922
H 8.552 5.377 1.025
H 1.869 3.020 -1.625
F 6.537 1.754 0.194
C 0.882 -1.161 0.737
C -1.072 -0.163 0.082
C -2.720 1.263 -0.573
H 2.608 0.074 1.082
F 8.620 1.358 1.400
H -6.744 -3.156 -5.483
C 8.099 2.989 -1.111
H -5.177 -5.075 3.420
H -3.254 -1.363 1.453
C 6.897 2.047 -1.072
O -1.473 -0.979 -0.617
F -4.928 0.220 1.486
F 9.236 2.375 -0.723
H 1.200 1.409 -0.422
C 3.048 1.182 -1.546
H 6.037 2.493 -1.578
H -2.970 -2.002 -3.125
C -5.586 -0.216 3.683
C -4.661 -2.804 -5.000
H 2.492 4.655 0.131
H -3.023 -1.015 3.132
C 1.788 0.613 -0.863
F -5.711 -1.146 4.649
H 1.170 0.168 -1.637
H 3.895 4.028 0.986
H 1.166 -1.656 1.654
C -5.068 -0.813 2.373
H -3.595 2.373 0.963
C -3.273 2.573 -0.053
F 7.204 0.878 -1.687
F -3.648 -2.484 4.800
H 2.527 2.970 0.667
C 2.091 -0.384 0.246
C -5.153 -4.181 4.045
C -3.889 -4.150 -1.690
O 7.891 4.128 -0.366
H 9.869 2.362 2.588
H 3.118 0.742 -2.534
O -3.686 -2.915 2.604
H 0.654 -1.948 0.030
H -4.078 -0.828 -2.505
C -3.826 -3.441 3.868
H 3.097 2.938 -2.840
F -5.298 -4.544 5.341
F -5.978 -1.647 1.839
H -2.810 -4.092 -1.518
H -3.398 0.485 -0.265
O -4.816 -1.805 -4.068
F -6.198 -3.398 3.717
F 6.811 3.489 2.041
F 8.224 1.729 3.513
C 2.895 2.707 -1.803
F -6.219 -4.205 -3.879
C 8.647 4.313 0.816
H 9.710 4.147 0.641
F 8.444 4.421 3.132
C 8.157 3.598 2.084
F -4.118 -4.852 -2.821
F -6.813 0.321 3.474
H 3.962 0.986 -1.003
C 8.798 2.247 2.400

The calculation puts the highest occupied orbital energy at -9.92 eV. Its SMILES is FC(F)C(F)(F)COC(F)(F)C(F)F.FC(F)C(F)(F)COC(F)(F)C(F)F.FC(F)C(F)(F)COC(F)(F)C(F)F.COCCCCCOC(=O)O[C@@H](C)F.